ORCA calculation (ωB97M-V with the def2-TZVPD basis set) on an isolated ion of composition C13H17F4N4O4S3 and charge +1 at a distorted geometry.

Last column: natural (NBO) charge in e.
Cartesian coordinates (Å):
S1 2.64699 2.95849 1.19008  2.096
S2 0.11928 0.91840 1.33142  0.414
S3 -0.20828 -4.30470 -0.75132  0.204
F1 -2.87374 -0.65709 -4.66601  -0.324
F2 1.53951 4.18567 1.76229  -0.438
F3 -1.40399 -1.96087 -3.28655  -0.340
F4 -3.11722 -0.53582 -2.21479  -0.341
O1 -1.89941 1.75011 -3.92157  -0.692
O2 3.63563 3.69478 0.25341  -0.747
O3 -1.43506 -3.05277 2.29136  -0.530
O4 3.38221 2.45484 2.48302  -0.706
N1 0.96086 -1.81372 0.62404  -0.554
N2 -2.19982 -0.92755 3.22007  -0.556
N3 1.63926 1.07587 -0.89208  -0.320
N4 4.94560 1.01565 -0.47574  -0.551
C1 -2.15082 -0.68286 -3.34270  0.968
C2 -0.67382 1.06677 -1.78800  -0.458
C3 -1.12099 0.62671 -3.30269  0.031
C4 -1.70028 -1.74337 2.02882  0.695
C5 1.58564 1.65723 0.36018  0.026
C6 0.49064 0.07126 -1.12217  -0.076
C7 0.02748 -0.66432 0.26862  0.059
C8 2.70385 1.39441 -1.92192  -0.317
C9 -1.53407 -1.11544 0.48753  -0.564
C10 0.66457 -2.93065 -0.15663  0.261
C11 -3.22307 -1.74930 4.02854  -0.440
C12 -1.08273 -0.65675 4.22030  -0.449
C13 4.18227 0.75782 -1.61066  0.057
H1 -2.29148 -0.19733 0.46047  0.273
H2 -1.93523 -1.88010 -0.32967  0.306
H3 2.81318 2.56212 -2.00706  0.297
H4 -1.44431 -1.00160 5.29056  0.237
H5 -4.04720 -2.24602 3.32772  0.226
H6 -0.15008 0.36365 -3.91844  0.210
H7 -1.57868 1.83316 -4.87984  0.499
H8 -0.92308 0.51645 4.24599  0.209
H9 -1.61263 1.19826 -1.07666  0.281
H10 -2.68378 -2.64834 4.57878  0.210
H11 2.36232 0.96142 -2.98037  0.260
H12 -0.06374 -1.19409 3.94877  0.221
H13 5.85997 0.51351 -0.51628  0.377
H14 -0.19550 2.15662 -1.86950  0.257
H15 -3.71379 -1.09120 4.88694  0.231
H16 0.99452 -0.72603 -1.84638  0.277
H17 4.70904 0.04672 -2.41184  0.217

* orbital gap: 5.734 eV
* net charge: +1
* LUMO energy: -0.2323 hartree
* molecular weight: 465.50 u